(w)
{"formula": "C5H8S3", "method": "wB97M-V/def2-TZVPD", "gap_ev": 9.50, "e_homo_ev": -8.75, "lumo_ha": 0.0274, "smiles": "C1SC[C@@H]2S[C@@H]2CS1", "species": ["S", "S", "S", "C", "C", "C", "C", "C", "H", "H", "H", "H", "H", "H", "H", "H"], "coordinates": [[-1.45181, -1.56077, -0.37007], [2.68207, -0.00137, 0.03103], [-1.44194, 1.56920, -0.37454], [0.26916, 1.53291, 0.24069], [1.17395, -0.74374, -0.67261], [1.18377, 0.73463, -0.67047], [0.26401, -1.53857, 0.23174], [-2.06592, 0.00029, 0.29261], [0.59542, -2.59853, 0.26398], [-3.12109, 0.01357, 0.10874], [1.33123, 1.20446, -1.64702], [0.60203, 2.59469, 0.28110], [0.28904, 1.16357, 1.25939], [-1.92244, -0.00972, 1.38987], [1.33791, -1.21245, -1.63119], [0.27463, -1.14818, 1.26675]], "mulliken_charge": [-0.06, -0.16, -0.06, -0.91, -0.16, -0.11, -0.86, -0.58, 0.35, 0.33, 0.42, 0.35, 0.37, 0.32, 0.44, 0.33]}

***

(x)
{"formula": "C5H8S3", "method": "wB97M-V/def2-TZVPD", "gap_ev": 7.12, "e_homo_ev": -8.91, "lumo_ha": -0.0658, "smiles": "CC(C)C(=S)C(=S)S", "species": ["S", "S", "S", "C", "C", "C", "C", "C", "H", "H", "H", "H", "H", "H", "H", "H"], "coordinates": [[0.48815, -1.99683, -0.81832], [2.26098, 1.80022, -0.32256], [3.46286, -0.97001, 0.21164], [-1.11795, 1.00844, -0.95622], [-0.38115, 0.40557, 0.24837], [2.12902, 0.15959, -0.10692], [0.79313, -0.49691, -0.29727], [-1.38517, -0.43351, 1.12002], [0.02815, 1.24158, 0.89945], [-2.12274, 0.18630, 1.66495], [-0.46838, 1.72432, -1.39903], [-2.02452, 1.43579, -0.57182], [2.69822, -2.10098, -0.26259], [-1.42698, 0.16724, -1.65374], [-1.99937, -1.04721, 0.34857], [-0.93426, -1.08361, 1.89547]], "mulliken_charge": [-0.24, -0.20, -0.19, -1.21, 0.30, 0.45, 0.00, -1.43, 0.30, 0.38, 0.35, 0.37, 0.18, 0.30, 0.31, 0.35]}

***

Of them, (x) has the lowest stability.

***

(w)
{"formula": "C3H12O3", "method": "wB97M-V/def2-TZVPD", "gap_ev": 10.95, "e_homo_ev": -10.42, "lumo_ha": 0.0196, "smiles": "CC(C)O.O.O", "species": ["O", "O", "O", "C", "C", "C", "H", "H", "H", "H", "H", "H", "H", "H", "H", "H", "H", "H"], "coordinates": [[1.02658, 1.48995, 2.90962], [-1.87063, 0.74808, -2.50422], [-0.99551, 0.01188, -0.14314], [0.19870, -2.08134, -0.26248], [1.33983, 0.17838, -0.25081], [0.18440, -0.61852, 0.26590], [1.82134, 1.02754, 3.18120], [1.24542, -2.48759, 0.04589], [1.17031, 1.50842, 2.00161], [-1.86843, -0.40305, -0.05651], [0.94541, 1.26110, -0.57360], [-1.44796, 0.47315, -1.57368], [0.03859, -0.65022, 1.42791], [-1.08514, 1.27770, -2.62410], [1.68507, -0.36373, -1.18702], [-0.78868, -2.67136, -0.28922], [0.46093, -2.04546, -1.31418], [2.20199, 0.20307, 0.34802]], "mulliken_charge": [-0.63, -0.69, -0.67, -1.33, -1.52, 0.80, 0.32, 0.34, 0.29, 0.31, 0.32, 0.40, 0.24, 0.33, 0.37, 0.30, 0.38, 0.43]}

***

(x)
{"formula": "C3H12O3", "method": "wB97M-V/def2-TZVPD", "gap_ev": 10.91, "e_homo_ev": -10.35, "lumo_ha": 0.0206, "smiles": "CCCO.O.O", "species": ["O", "O", "O", "C", "C", "C", "H", "H", "H", "H", "H", "H", "H", "H", "H", "H", "H", "H"], "coordinates": [[-3.16768, -0.59115, 1.26188], [2.24317, 1.04804, 1.67613], [0.66849, -2.34185, -2.82052], [-0.77446, 1.10583, -0.26487], [1.27384, 0.15636, 1.14833], [0.69443, 0.65728, -0.19844], [0.43586, -0.00247, 1.82995], [1.26193, 1.57674, -0.38044], [-0.93258, 1.50518, -1.26151], [3.07471, 0.60796, 1.70842], [0.14188, -2.14461, -2.06082], [-3.61195, 0.26449, 1.19953], [0.93311, -0.03067, -1.01404], [-0.93980, 1.83436, 0.53154], [-3.18625, -1.03759, 0.38781], [1.73981, -0.80267, 0.91003], [1.56619, -2.07631, -2.65509], [-1.42068, 0.27108, 0.00209]], "mulliken_charge": [-0.68, -0.52, -0.63, -1.07, -0.36, -0.21, 0.25, 0.26, 0.37, 0.31, 0.32, 0.33, 0.19, 0.34, 0.33, 0.27, 0.31, 0.19]}

***

Of them, (w) has the lowest stability.

***

(w)
{"formula": "CH4NOP", "method": "wB97M-V/def2-TZVPD", "gap_ev": [6.86, 6.81], "e_homo_ev": [-6.58, -6.57], "lumo_ha": [0.0101, 0.0087], "species": ["P", "O", "N", "C", "H", "H", "H", "H"], "coordinates": [[1.82818, 0.63442, -0.33097], [-1.01097, 0.79423, -0.40071], [1.94204, -0.96315, -0.21649], [-2.12723, 0.91650, 0.05138], [-2.85433, 0.03011, 0.02579], [2.65110, -1.51010, -0.74192], [1.82099, -1.44933, 0.71443], [-2.24977, 1.54732, 0.89848]], "mulliken_charge": [-0.09, -0.40, -0.37, -0.08, 0.19, 0.27, 0.25, 0.24]}

***

(x)
{"formula": "CH4NOP", "method": "wB97M-V/def2-TZVPD", "gap_ev": 9.64, "e_homo_ev": -8.84, "lumo_ha": 0.0293, "smiles": "NC(=O)P", "species": ["P", "O", "N", "C", "H", "H", "H", "H"], "coordinates": [[1.45766, 0.14636, 0.89403], [-0.71785, 1.21895, -0.45618], [-1.11523, -0.95744, -0.51766], [-0.38062, 0.10792, -0.14255], [1.45711, 1.52870, 1.28561], [2.30706, 0.54701, -0.28787], [-0.93314, -1.82131, -0.17610], [-2.07501, -0.77019, -0.59928]], "mulliken_charge": [-0.12, -0.51, -0.40, 0.39, 0.09, 0.08, 0.22, 0.24]}

***

Of them, (w) has the lowest stability.

***

(w)
{"formula": "C44H41N5O5Ti", "method": "wB97M-V/def2-TZVPD", "s2": 0.759, "total_charge": -1, "gap_ev": [6.13, 6.13], "e_homo_ev": [-3.77, -3.76], "spin_multiplicity": 2, "lumo_ha": [0.0869, 0.0869], "species": ["Ti", "O", "O", "O", "O", "O", "N", "N", "N", "N", "N", "C", "C", "C", "C", "C", "C", "C", "C", "C", "C", "C", "C", "C", "C", "C", "C", "C", "C", "C", "C", "C", "C", "C", "C", "C", "C", "C", "C", "C", "C", "C", "C", "C", "C", "C", "C", "C", "C", "C", "C", "C", "C", "C", "C", "H", "H", "H", "H", "H", "H", "H", "H", "H", "H", "H", "H", "H", "H", "H", "H", "H", "H", "H", "H", "H", "H", "H", "H", "H", "H", "H", "H", "H", "H", "H", "H", "H", "H", "H", "H", "H", "H", "H", "H", "H"], "coordinates": [[-0.51269, 1.35090, 0.04585], [-0.79292, -0.63610, -1.16404], [-1.11201, -0.51865, 0.98913], [-4.60119, 2.51683, 0.20564], [-0.66540, 0.91634, 3.76694], [1.65515, 4.45134, 0.52737], [-1.79830, 1.76149, -1.77676], [-0.78339, -3.09119, -2.22501], [-2.34756, 2.22677, 0.73092], [-0.00196, 2.92386, 1.14308], [1.55747, 0.86299, 0.40746], [-2.94206, 4.77553, 3.41523], [0.06844, -1.85210, -4.53118], [-3.69963, 1.31871, -3.72086], [1.28351, -4.00375, -5.11326], [0.37904, -5.18626, -2.75359], [5.51322, 2.45633, 1.81261], [-3.44180, 2.19354, -0.03859], [-0.89937, 3.63649, 1.92399], [-1.01537, 1.04791, 6.07961], [5.84745, 0.07959, 1.79701], [-2.94251, -5.06174, 0.03722], [3.60452, 0.98037, 1.82506], [-3.09504, 1.78733, -1.46411], [-2.16995, -4.72137, -1.05706], [-1.75004, -2.55506, -0.07465], [-1.54302, -3.47067, -1.13153], [1.14626, 3.32963, 0.52563], [-4.07939, 1.56335, -2.41293], [-1.64806, 5.26089, 3.52293], [2.11464, 0.77340, 1.78531], [-2.52669, -2.92730, 1.01742], [1.64029, 2.17823, -0.27779], [4.47240, -0.10696, 1.81074], [2.04550, -0.20725, -0.42531], [-3.24246, 3.73935, 2.52913], [-1.43073, 1.53190, -3.03232], [-0.00455, -3.88140, -3.06639], [-1.95932, -0.02178, 5.48537], [2.85778, -0.00715, -1.46627], [-0.61832, 4.69418, 2.77482], [-1.18596, -1.16727, -0.08926], [1.81369, -3.38716, -6.38287], [-2.34997, 1.31454, -4.04386], [3.28327, 1.32229, -1.85272], [-0.56662, 1.83581, 4.84354], [1.63036, -5.31568, -4.80079], [-3.12234, -4.17295, 1.08993], [6.37085, 1.36448, 1.79597], [0.45814, -3.27961, -4.25178], [1.18430, -5.89682, -3.62583], [-1.90280, 0.25547, 3.97633], [4.13950, 2.26715, 1.82805], [-2.22845, 3.17805, 1.76385], [2.67789, 2.36627, -1.24549], [-1.23128, 2.68725, 4.66428], [1.48102, -6.90755, -3.37362], [-1.51245, 1.69096, 6.80649], [-3.42044, -6.03386, 0.06067], [6.50937, -0.77782, 1.78302], [0.32455, -1.55026, -5.54380], [-1.91273, -0.63102, 3.34868], [1.00659, -3.11239, -7.06574], [-2.65568, -2.19999, 1.80773], [4.04731, 1.45697, -2.60579], [0.07692, -5.62800, -1.81579], [-2.01052, 1.13415, -5.05451], [-3.73578, 5.21426, 4.00833], [2.26784, -5.87317, -5.47656], [-1.00617, -1.70866, -4.39187], [1.84534, -0.21381, 2.16850], [2.46508, -4.08932, -6.90207], [-4.25537, 3.38673, 2.40631], [2.93207, 3.39354, -1.48030], [3.18282, -0.87437, -2.03079], [0.39600, 5.06552, 2.83573], [0.56801, -1.16121, -3.84284], [-2.07100, -5.41327, -1.88103], [-3.72821, -4.44322, 1.94432], [5.91428, 3.46234, 1.80629], [3.47682, 3.12561, 1.81747], [-2.97641, 0.05699, 5.87043], [1.58868, 1.50905, 2.38974], [7.44358, 1.51456, 1.78170], [4.06271, -1.11068, 1.80490], [-1.59499, -1.02532, 5.70686], [-4.44589, 1.14180, -4.48539], [1.73767, -1.19562, -0.10405], [2.38866, -2.48173, -6.17997], [-0.59114, -2.09246, -2.22606], [-0.36207, 1.50811, -3.21315], [0.46002, 2.19856, 4.88966], [-5.11215, 1.60513, -2.09659], [-0.16208, 0.58083, 6.57221], [-1.43111, 6.08229, 4.19596], [-2.72366, 0.91592, 3.66873]], "mulliken_charge": [-0.47, -0.76, -0.48, -0.80, 0.02, -0.85, 0.44, -0.05, 1.05, 1.46, 1.07, -0.69, -1.50, -0.35, 0.97, -0.90, -0.94, -0.13, -0.21, -0.70, -0.79, -0.64, 0.29, 0.49, -0.55, 0.36, 0.08, -0.52, -0.76, -0.72, -1.13, -0.61, 1.35, -0.16, -0.56, -0.61, -0.10, 0.28, -0.65, -1.09, -0.34, 0.79, -1.55, -0.93, -0.94, -0.29, -0.90, -0.93, -0.38, 0.76, -0.95, 0.06, -0.01, -0.19, -1.09, -0.05, 0.38, 0.38, 0.38, 0.37, 0.42, -0.32, 0.34, 0.32, 0.44, 0.68, 0.48, 0.36, 0.31, 0.42, 0.83, 0.39, 0.51, 0.44, 0.55, 0.45, 0.21, 0.69, 0.43, 0.41, 0.43, 0.35, -0.01, 0.38, 0.37, 0.26, 0.42, 0.64, 0.34, 0.40, 0.51, 0.47, 0.51, 0.25, 0.34, 0.26]}

***

(x)
{"formula": "C44H41N5O5Ti", "method": "wB97M-V/def2-TZVPD", "s2": 0.754, "total_charge": -1, "gap_ev": [5.42, 5.43], "e_homo_ev": [-3.22, -3.21], "spin_multiplicity": 2, "lumo_ha": [0.0809, 0.0816], "species": ["Ti", "O", "O", "O", "O", "O", "N", "N", "N", "N", "N", "C", "C", "C", "C", "C", "C", "C", "C", "C", "C", "C", "C", "C", "C", "C", "C", "C", "C", "C", "C", "C", "C", "C", "C", "C", "C", "C", "C", "C", "C", "C", "C", "C", "C", "C", "C", "C", "C", "C", "C", "C", "C", "C", "C", "H", "H", "H", "H", "H", "H", "H", "H", "H", "H", "H", "H", "H", "H", "H", "H", "H", "H", "H", "H", "H", "H", "H", "H", "H", "H", "H", "H", "H", "H", "H", "H", "H", "H", "H", "H", "H", "H", "H", "H", "H"], "coordinates": [[0.31986, -1.40217, 0.90738], [-0.14690, -0.51162, -0.86319], [-3.36150, -2.80046, -0.16660], [1.05006, -0.81550, 4.95954], [-0.19140, 1.08613, 1.33983], [1.74759, -0.96745, -1.93797], [0.05994, -1.32009, 2.91482], [2.40404, -0.84555, 1.57516], [-1.62136, -1.99927, 1.16883], [0.15134, -3.34055, -0.22537], [-1.78693, 1.06558, -2.32071], [1.06113, -4.12934, -0.79199], [1.80388, 3.01391, -3.30748], [6.90548, -1.87523, 1.16499], [3.35108, 0.17468, 3.59284], [-1.64887, 2.87963, 1.08644], [0.74495, -5.03397, -1.78854], [-3.11415, -0.79796, 4.84100], [-2.22455, -1.59097, 2.35718], [-1.26899, -1.26144, 3.35172], [5.57084, -1.84327, 0.78807], [-4.03515, -1.11922, 3.85575], [1.81492, 1.73332, -2.77914], [-0.60084, 1.72672, -2.61711], [-1.51598, -4.28060, -1.64916], [0.63992, 1.08607, -2.41944], [3.12404, -2.13150, 1.29132], [1.12113, -0.89109, 3.72778], [-3.58903, -1.52638, 2.60238], [0.62515, 2.25889, 1.51571], [7.25626, -2.28040, 2.44493], [-5.61760, 2.60426, -3.00893], [-2.18517, -2.65895, 0.15854], [6.26792, -2.66607, 3.34101], [-0.56450, -5.09789, -2.23466], [4.93549, -2.63127, 2.96223], [4.57283, -2.20349, 1.68815], [0.77791, -0.24462, -1.73709], [-3.94510, 1.78251, -1.50823], [2.31509, -0.54147, 3.00293], [4.26144, 0.88581, 2.83623], [-3.06789, 1.59419, -2.57541], [-4.76617, 2.40037, -4.08941], [3.01353, 0.26210, 0.85294], [-5.23862, 2.72434, -5.48188], [-3.48983, 1.86491, -3.88472], [-1.74369, -0.87237, 4.60746], [-1.56483, 1.42918, 1.52529], [-2.61200, 1.54583, -5.06301], [0.58614, 3.65632, -3.47548], [-0.60018, 3.02531, -3.13916], [-5.21884, 2.27480, -1.72384], [-1.12797, -3.42106, -0.63665], [-0.34602, 3.43358, 1.66579], [3.97180, 1.00526, 1.44659], [-4.27626, -1.78401, 1.80934], [0.55271, 4.66590, -3.86752], [-5.33336, 1.82066, -6.08964], [-1.69331, 0.39470, -1.56791], [-2.18859, 2.45118, -5.50761], [4.15880, -2.90785, 3.66596], [-2.16001, 0.73516, 0.93278], [-3.61008, 1.54009, -0.50818], [-1.54194, 3.54302, -3.26729], [-2.55751, -4.29277, -1.93485], [-2.53862, 3.38742, 1.45981], [-1.78378, 0.90371, -4.77251], [5.04740, 1.47072, 3.29382], [-4.53920, 3.38402, -6.00044], [-5.89362, 2.41423, -0.88851], [-6.60811, 3.00937, -3.18289], [3.34537, 0.23512, 4.67523], [8.29799, -2.30243, 2.74162], [-6.21198, 3.21296, -5.45464], [5.29207, -1.51785, -0.20717], [7.67288, -1.58001, 0.45940], [2.74515, 1.20174, -2.62301], [-1.64108, 2.94008, -0.00507], [2.07801, -4.02494, -0.44067], [-5.09792, -1.05780, 4.05713], [3.02364, -2.30124, 0.21471], [6.53618, -2.98549, 4.34064], [-3.18300, 1.03658, -5.84109], [1.27317, 2.11810, 2.38188], [0.00894, 4.32113, 1.14227], [4.46081, 1.77085, 0.85190], [2.57189, -2.90917, 1.83370], [-0.84280, -5.78497, -3.02382], [1.25388, 2.35938, 0.63101], [2.69939, 0.39328, -0.17259], [-1.03379, -0.63210, 5.38133], [2.73086, 3.50769, -3.56872], [-0.48081, 3.68932, 2.71857], [-3.46014, -0.48471, 5.81950], [1.51772, -5.66143, -2.20992], [-1.85058, 1.30794, 2.57576]], "mulliken_charge": [-1.05, 0.12, -0.82, -0.84, 0.65, -0.70, 1.10, 2.94, 0.77, 0.62, 0.59, 0.03, -0.90, -0.80, -0.65, 0.03, -0.98, -0.59, 0.17, -0.15, -0.16, -0.67, -0.69, 0.92, -0.74, 0.17, -1.02, -0.37, -0.64, -0.42, -0.44, -0.84, -0.15, -0.76, -0.40, -0.17, -0.24, 0.17, -0.51, -0.20, -1.30, 0.20, 1.14, -0.46, -1.53, 0.87, -0.97, -0.04, -1.69, -0.88, -0.62, -1.16, 0.66, -0.80, -0.38, 0.50, 0.41, 0.33, -0.45, 0.35, 0.36, -0.48, 0.42, 0.59, 0.51, 0.49, 0.32, 0.31, 0.30, 0.42, 0.33, 0.44, 0.38, 0.39, 0.41, 0.38, 0.54, -0.26, 0.41, 0.38, 0.61, 0.38, 0.55, 0.08, 0.43, 0.44, 0.61, 0.41, 0.25, -0.19, 0.50, 0.40, 0.32, 0.38, 0.44, 0.20]}

***

Of them, (x) has the lowest stability.